Record 1
Molecular formula: C2H6BrNS
Method: DFT, ωB97M-V with the def2-TZVPD basis set

Structure (XYZ):
```
11
Properties=species:S:1:pos:R:3
C -0.145 -0.180 -1.156
C -0.586 -0.012 1.105
N -0.390 0.680 -0.120
S 0.112 2.237 -0.178
Br 2.730 -0.834 0.194
H 0.773 -0.542 -0.864
H -0.833 -1.022 -1.287
H 0.146 0.263 -2.226
H 0.369 -0.295 1.551
H -0.926 0.667 1.861
H -1.249 -0.963 1.120
```

Results
Energy (eV): -84536.000
Highest occupied orbital energy (alpha / beta) (eV): -8.532 / -8.529
Energy relative to the best compared isomer or geometry (same formula, charge and spin) (eV): 2.109
LUMO level (alpha / beta) (Ha): -0.118 / -0.118
Spin multiplicity: 1
Frontier orbital gap (alpha / beta) (eV): 5.32 / 5.32

Record 2
Molecular formula: C16H27NO10S2
Method: DFT, ωB97M-V with the def2-TZVPD basis set

Structure (XYZ):
```
56
Properties=species:S:1:pos:R:3
C -2.324 -0.457 -0.992
C -1.231 -1.011 -1.502
C 0.027 -1.459 -2.445
N 0.081 -0.635 -3.691
C 1.499 -0.516 -4.179
C 1.941 0.970 -4.632
C 1.001 2.155 -4.013
C 1.064 2.198 -2.401
C 1.307 3.666 -1.762
C 0.601 4.883 -2.559
C -0.777 -1.178 -4.772
O -1.230 -0.362 -5.661
O -1.117 -2.567 -4.958
C -2.329 -2.930 -4.260
C -3.675 -2.656 -4.750
H -3.073 0.252 -0.474
H -0.105 -2.595 -2.623
H 0.982 -1.360 -1.785
H 2.297 -0.903 -3.444
H 1.581 -1.205 -5.120
H 1.970 1.111 -5.784
H 3.017 1.175 -4.225
H -0.099 1.913 -4.318
H 1.337 3.126 -4.538
H 1.987 1.551 -2.092
H 0.159 1.738 -1.863
H 2.436 3.869 -1.545
H 0.810 3.642 -0.704
H 1.462 5.493 -3.061
H -0.199 4.560 -3.323
H 0.092 5.646 -1.834
H -2.267 -3.467 -3.232
H -4.423 -2.318 -3.930
H -3.964 -2.730 -5.864
O 3.116 0.564 1.627
S 1.944 -0.183 1.269
O 1.433 -0.236 -0.071
O 0.739 0.256 2.265
C 0.257 -0.892 2.965
C 1.447 -1.838 3.059
O 2.125 -1.704 1.809
H -0.553 -1.335 2.378
H -0.121 -0.608 3.946
H 1.144 -2.872 3.226
H 2.135 -1.529 3.852
O 0.212 -2.970 7.879
S -0.173 -1.807 7.134
O 0.303 -1.538 5.807
O 0.102 -0.499 8.057
C -1.117 0.221 8.241
C -2.221 -0.823 8.148
O -1.796 -1.721 7.124
H -1.202 0.958 7.437
H -1.115 0.734 9.204
H -3.188 -0.385 7.900
H -2.307 -1.390 9.080
```

Results
Energy (eV): -60654.572
Highest occupied orbital energy (eV): -8.923
Energy relative to the best compared isomer or geometry (same formula, charge and spin) (eV): 6.989
LUMO level (Ha): 0.008
SMILES: C#CCN(CCCCCC)C(=O)OC=C.O=S1(=O)OCCO1.O=S1(=O)OCCO1
Spin multiplicity: 1
Frontier orbital gap (eV): 9.15

Record 3
Molecular formula: C76H75N10RuS3
Method: DFT, ωB97M-V with the def2-TZVPD basis set

Structure (XYZ):
```
165
Properties=species:S:1:pos:R:3
Ru 0.608 -0.228 0.952
C 1.927 -3.558 1.793
C 0.435 -3.659 1.763
C -0.185 -4.907 1.813
C -1.561 -4.962 1.896
C -2.278 -3.778 1.938
C -1.599 -2.564 1.842
N -0.262 -2.528 1.744
C -2.311 -1.272 1.806
C -3.704 -1.189 1.784
C -4.284 0.050 1.579
C -3.479 1.155 1.367
C -2.097 1.018 1.457
N -1.557 -0.170 1.711
C -1.153 2.134 1.007
C -1.707 3.583 1.278
C -0.694 4.576 0.794
C 0.590 4.313 0.991
C 0.928 3.073 1.663
C 2.214 3.151 2.415
N 0.151 2.046 1.686
H 2.309 -3.999 2.714
H 2.214 -2.504 1.752
H 2.378 -4.113 0.971
H 0.415 -5.804 1.806
H -2.065 -5.913 1.958
H -3.348 -3.818 2.040
H -4.329 -2.059 1.902
H -5.358 0.158 1.549
H -3.925 2.104 1.137
H -1.684 3.617 2.379
H -1.051 5.491 0.350
H 1.380 5.001 0.745
H 2.066 3.850 3.240
H 2.998 3.549 1.776
H 2.517 2.198 2.816
N -0.814 1.752 -0.346
S -1.843 2.118 -1.472
N -2.452 0.786 -2.261
S -2.165 -0.149 -3.446
N -1.056 -1.239 -3.350
S -0.716 -2.050 -1.940
N -0.465 -1.249 -0.744
C 0.571 -3.129 -2.587
C 1.584 -3.496 -1.726
C 2.545 -4.394 -2.157
C 2.469 -4.917 -3.439
C 1.455 -4.528 -4.301
C 0.492 -3.629 -3.872
C -2.110 -3.190 -1.711
C -2.007 -4.547 -1.951
C -3.091 -5.371 -1.684
C -4.265 -4.827 -1.189
C -4.352 -3.466 -0.935
C -3.265 -2.645 -1.180
C -1.865 0.642 -5.047
C -0.626 0.546 -5.654
C -0.435 1.137 -6.893
C -1.475 1.814 -7.508
C -2.715 1.899 -6.893
C -2.916 1.310 -5.656
C -3.749 -0.974 -3.658
C -3.792 -2.125 -4.425
C -4.972 -2.843 -4.493
C -6.092 -2.402 -3.804
C -6.043 -1.232 -3.062
C -4.865 -0.511 -2.983
C -3.063 4.100 0.855
C -4.028 4.352 1.829
C -5.220 4.979 1.508
C -5.463 5.382 0.207
C -4.500 5.170 -0.764
C -3.309 4.548 -0.438
C -0.701 2.793 -2.700
C -1.215 3.381 -3.842
C -0.351 4.001 -4.730
C 1.006 4.054 -4.449
C 1.504 3.502 -3.278
C 0.646 2.871 -2.395
H 1.591 -3.048 -0.745
H 3.349 -4.703 -1.505
H 3.198 -5.640 -3.769
H 1.412 -4.936 -5.299
H -0.319 -3.316 -4.508
H -1.087 -4.964 -2.327
H -3.020 -6.433 -1.869
H -5.110 -5.466 -0.980
H -5.273 -3.050 -0.553
H -3.284 -1.588 -0.958
H 0.162 0.004 -5.155
H 0.523 1.062 -7.384
H -1.324 2.269 -8.475
H -3.525 2.417 -7.382
H -3.877 1.367 -5.166
H -2.904 -2.450 -4.946
H -5.012 -3.750 -5.076
H -7.005 -2.974 -3.845
H -6.916 -0.882 -2.534
H -4.784 0.387 -2.391
H -3.830 4.079 2.857
H -5.951 5.168 2.281
H -6.381 5.890 -0.043
H -4.676 5.520 -1.768
H -2.550 4.443 -1.197
H -2.280 3.361 -4.024
H -0.736 4.453 -5.630
H 1.679 4.546 -5.134
H 2.557 3.580 -3.050
H 0.983 2.442 -1.462
N 5.776 0.455 -2.867
C 4.652 0.164 -2.186
C 3.407 0.170 -2.744
C 2.268 -0.215 -1.987
N 2.282 -0.642 -0.771
C 3.515 -0.645 -0.042
C 4.797 -0.117 -0.731
H 5.741 0.561 -3.866
H 6.675 0.368 -2.427
H 3.274 0.414 -3.787
H 1.302 -0.211 -2.481
H 3.651 -1.624 0.426
H 5.667 -0.750 -0.544
C 4.558 2.446 -0.474
C 4.781 1.116 0.243
C 5.965 1.187 1.128
C 5.936 0.788 2.426
C 7.156 0.935 3.283
C 4.763 0.297 3.054
C 3.519 0.204 2.417
C 3.521 0.543 0.939
N 2.322 -0.091 2.882
C 1.864 -0.225 4.262
C 1.128 -1.569 4.393
C 0.455 -1.712 5.757
C 1.515 -1.623 6.853
C 2.210 -0.267 6.759
C 1.187 0.846 6.960
C 0.131 0.739 5.863
C -0.579 -0.607 5.959
C 0.801 0.876 4.497
C 2.896 -0.129 5.394
H 5.357 2.626 -1.189
H 4.551 3.266 0.239
H 3.612 2.443 -1.011
H 6.875 1.582 0.700
H 8.008 1.247 2.686
H 7.396 -0.002 3.780
H 6.979 1.686 4.053
H 4.878 0.009 4.081
H 2.633 1.166 0.738
H 1.839 -2.386 4.261
H 0.380 -1.613 3.599
H -0.042 -2.689 5.798
H 2.245 -2.427 6.733
H 1.045 -1.737 7.830
H 2.977 -0.200 7.537
H 1.674 1.822 6.921
H 0.716 0.748 7.939
H -0.600 1.550 5.971
H -1.362 -0.674 5.199
H -1.045 -0.714 6.941
H 1.274 1.855 4.441
H 0.055 0.798 3.700
H 3.629 -0.933 5.304
H 3.402 0.838 5.350
```

Results
Energy (eV): -129999.047
Highest occupied orbital energy (alpha / beta) (eV): -11.654 / -11.854
LUMO level (alpha / beta) (Ha): -0.150 / -0.194
Spin multiplicity: 6
Frontier orbital gap (alpha / beta) (eV): 7.57 / 6.58
Charge: +2

Record 4
Molecular formula: C24H42Cl3N4O3SiV
Method: DFT, ωB97M-V with the def2-TZVPD basis set

Structure (XYZ):
```
78
Properties=species:S:1:pos:R:3
C 1.172 2.786 -4.026
C 1.830 2.731 -2.694
H 1.185 3.797 -4.432
H 0.137 2.452 -3.952
H 1.688 2.129 -4.734
C 2.630 3.713 -2.239
C 2.906 5.001 -2.939
H 3.244 3.566 -1.348
H 2.056 5.351 -3.541
H 3.795 4.949 -3.586
H 3.134 5.763 -2.183
V -0.650 0.151 -0.248
Cl 0.105 -1.504 -1.727
Cl -2.957 0.486 -0.083
H -3.438 -4.020 2.710
H -3.962 -5.081 0.273
C -3.538 -3.051 2.202
C -3.995 -4.030 -0.041
N -3.155 -3.201 0.810
H -2.882 -2.311 2.671
C -2.085 -2.553 0.316
O -1.470 -1.646 0.933
H -3.642 -3.961 -1.074
H -1.781 -2.880 -0.693
H -4.583 -2.721 2.252
H -5.037 -3.693 0.007
H -0.371 3.885 -1.312
H 1.457 5.084 0.339
C -0.976 3.838 -0.394
C 0.667 4.903 1.084
N -0.065 3.689 0.743
H -1.670 2.988 -0.445
C -0.179 2.674 1.636
O -0.794 1.613 1.407
H 1.122 4.797 2.076
H 0.335 2.874 2.598
H -1.528 4.787 -0.295
H -0.021 5.760 1.071
O 0.364 1.458 -1.221
C 1.606 1.437 -1.874
C 2.775 2.017 0.265
C 2.673 1.159 -0.823
H 2.037 2.813 0.356
C 3.818 1.879 1.181
H 1.588 0.591 -2.586
C 3.504 0.045 -0.917
H 3.915 2.601 1.996
C 4.725 0.828 1.030
C 4.547 -0.107 0.000
H 3.337 -0.663 -1.733
H 5.573 0.734 1.719
H 5.216 -0.964 -0.094
Si -3.666 0.673 -3.282
Cl -1.702 1.326 -2.876
C -4.830 1.634 -2.162
C -3.456 -1.190 -3.257
C -4.159 1.207 -5.016
H -4.321 2.406 -1.580
H -5.373 0.987 -1.468
H -5.557 2.144 -2.801
H -4.376 2.278 -5.014
H -5.058 0.690 -5.358
H -3.359 1.021 -5.739
H -2.571 -1.538 -2.706
H -3.329 -1.530 -4.299
H -4.351 -1.676 -2.844
C 2.521 -3.471 2.553
N 2.051 -2.147 2.182
C 2.187 -1.003 2.953
C 1.505 -0.007 2.299
N 0.968 -0.528 1.130
C 1.341 -1.803 1.076
H 3.619 -3.501 2.505
H 2.187 -3.692 3.579
H 2.105 -4.206 1.857
H 2.709 -0.963 3.894
H 1.344 1.015 2.601
H 1.100 -2.513 0.303
```

Results
Energy (eV): -108810.635
Highest occupied orbital energy (alpha / beta) (eV): -7.683 / -8.098
Energy relative to the best compared isomer or geometry (same formula, charge and spin) (eV): 1.070
LUMO level (alpha / beta) (Ha): 0.017 / 0.017
Spin multiplicity: 3
Frontier orbital gap (alpha / beta) (eV): 8.15 / 8.57

Record 5
Molecular formula: C16H49N14O30P
Method: DFT, ωB97M-V with the def2-TZVPD basis set

Structure (XYZ):
```
110
Properties=species:S:1:pos:R:3
C -0.049 2.946 2.822
O 0.611 4.213 2.805
C -0.186 5.312 2.396
C -0.972 5.948 3.535
N -1.982 5.066 4.163
P -3.404 4.891 3.351
O -4.164 6.140 3.262
O -4.171 3.717 4.123
O -3.157 4.289 1.870
H -0.076 2.596 3.863
H 0.445 2.201 2.215
H -1.088 3.048 2.504
H 0.502 6.074 2.019
H -0.821 5.044 1.547
H -1.440 6.870 3.188
H -0.260 6.218 4.308
H -1.574 4.185 4.452
H -4.093 2.921 3.575
H -3.701 4.801 1.256
C -7.933 3.332 3.906
N -7.742 1.858 3.924
O -8.055 1.250 4.926
O -7.277 1.352 2.921
H -8.346 3.641 4.859
H -6.956 3.779 3.738
H -8.610 3.566 3.090
C 1.904 0.392 -1.045
N 1.201 0.816 0.197
O 1.343 0.132 1.192
O 0.518 1.823 0.150
H 2.456 -0.506 -0.831
H 1.149 0.218 -1.803
H 2.564 1.205 -1.338
C 1.393 -3.987 -3.200
N 1.808 -2.680 -2.625
O 1.678 -2.506 -1.425
O 2.254 -1.846 -3.390
H 1.019 -4.605 -2.395
H 0.622 -3.787 -3.932
H 2.262 -4.429 -3.662
C -2.821 1.539 0.375
N -2.499 0.247 1.036
O -2.531 0.210 2.248
O -2.221 -0.693 0.316
H -3.032 2.268 1.150
H -1.950 1.829 -0.206
H -3.680 1.371 -0.270
C 2.885 -6.265 -7.251
N 2.141 -5.657 -6.114
O 2.216 -6.209 -5.028
O 1.510 -4.646 -6.336
H 3.391 -7.151 -6.893
H 2.163 -6.503 -8.026
H 3.595 -5.521 -7.602
C 3.418 7.069 5.486
N 2.782 7.266 4.155
O 3.504 7.461 3.199
O 1.570 7.216 4.114
H 4.492 7.139 5.364
H 3.042 7.848 6.142
H 3.123 6.087 5.842
C -9.059 -1.533 4.051
N -10.063 -2.633 4.082
O -10.623 -2.861 5.134
O -10.253 -3.232 3.043
H -8.995 -1.094 5.037
H -8.110 -1.967 3.751
H -9.395 -0.806 3.319
C -2.585 -3.706 -0.933
N -2.578 -3.956 -2.401
O -3.624 -3.859 -3.006
O -1.511 -4.248 -2.908
H -3.596 -3.461 -0.634
H -2.237 -4.615 -0.452
H -1.907 -2.881 -0.737
C 4.116 -0.904 2.112
N 5.597 -0.931 1.975
O 6.267 -0.971 2.981
O 6.039 -0.904 0.840
H 3.866 -0.927 3.166
H 3.765 0.009 1.647
H 3.723 -1.774 1.595
C 6.143 -7.409 -4.321
N 6.259 -7.811 -5.748
O 5.238 -7.805 -6.416
O 7.353 -8.119 -6.157
H 5.104 -7.174 -4.120
H 6.479 -8.248 -3.719
H 6.778 -6.543 -4.163
C 7.164 -2.762 -2.512
N 7.215 -4.237 -2.318
O 6.769 -4.695 -1.289
O 7.707 -4.895 -3.217
H 6.706 -2.319 -1.637
H 8.185 -2.418 -2.641
H 6.578 -2.575 -3.407
C 3.957 9.731 0.701
N 3.614 11.039 0.078
O 2.960 11.026 -0.944
O 4.017 12.035 0.642
H 3.534 8.939 0.095
H 5.040 9.663 0.740
H 3.535 9.723 1.701
C -4.018 -6.245 -5.059
N -3.963 -7.732 -4.989
O -4.351 -8.266 -3.971
O -3.527 -8.312 -5.962
H -4.424 -5.870 -4.130
H -3.004 -5.888 -5.215
H -4.653 -5.983 -5.900
```

Results
Energy (eV): -108928.024
Highest occupied orbital energy (eV): -9.758
LUMO level (Ha): -0.016
Spin multiplicity: 1
Frontier orbital gap (eV): 9.32